The following is a DFT calculation (the ωB97M-V functional and the def2-TZVPD basis) of a molecular structure, C30H75BaF3N5O12S at a distorted geometry.

```
127
Properties=species:S:1:pos:R:3:forces:R:3
Ba 1.087 -1.665 -5.239 0.26 0.37 0.71
S 0.047 -0.123 -1.653 -0.98 0.07 -2.10
F -0.495 -2.021 0.256 1.98 1.62 -0.21
F 1.622 -1.102 0.294 -1.90 -0.18 0.09
F -0.163 -0.002 1.010 0.45 -0.21 -0.16
O 5.216 -3.485 -0.005 -0.35 1.06 -0.11
O 2.176 5.271 -2.349 1.53 0.51 -1.00
O -1.462 3.770 1.287 -0.77 0.12 -0.43
O -1.808 2.272 -3.527 -1.29 0.08 -0.43
O 1.008 0.946 -1.781 0.45 0.09 0.96
O -6.479 -2.695 1.246 0.09 0.42 0.53
O -4.045 1.349 -1.642 -0.50 0.37 0.42
O 4.403 -3.844 2.697 0.10 -0.54 0.87
O -1.342 0.355 -1.816 1.35 -1.34 1.50
O 3.696 -1.928 -3.957 -0.99 -0.10 -0.37
O 0.349 -1.194 -2.639 -0.10 -0.09 1.01
O 1.087 -1.072 5.144 -0.21 -0.09 -0.38
N 2.674 0.601 -4.325 -1.12 -0.30 -0.46
N -5.402 -3.543 1.014 2.57 -0.64 -1.36
N 2.083 2.984 0.598 -0.58 0.00 0.44
N 3.407 -1.430 6.974 0.53 -1.05 1.22
N -0.264 4.103 -4.965 0.22 -0.68 -1.29
C 0.357 5.047 -4.053 -0.39 -2.02 -0.27
C 2.990 -0.151 6.505 -0.78 -0.98 -1.56
C -4.498 -5.893 1.107 0.06 0.84 -0.07
C 3.766 -2.987 1.816 0.22 1.20 -1.02
C -6.915 -5.419 0.989 0.02 -0.56 -0.65
C 4.173 0.818 6.536 -1.14 0.07 0.05
C -3.080 -5.402 1.231 -0.36 1.94 -0.39
C -5.674 -4.941 3.055 0.04 0.68 1.56
C 0.907 3.328 1.444 0.20 0.52 -1.37
C -4.046 -2.901 1.041 0.97 0.14 0.50
C -2.547 4.162 0.437 -0.13 0.27 1.26
C -0.315 3.524 0.530 0.46 -0.66 0.10
C 0.592 -1.336 3.812 0.28 -0.39 0.94
C -4.004 -1.793 -0.020 -0.81 -0.43 0.06
C 2.361 -0.486 5.109 0.39 3.07 -0.16
C 4.491 1.737 -3.319 1.77 -0.94 1.18
C -0.877 5.575 -3.375 1.02 1.91 1.48
C 0.284 -0.880 0.126 -0.82 -0.41 -1.35
C 1.470 4.316 -3.164 -1.39 2.42 -0.67
C 4.220 -0.843 -3.202 -0.31 1.48 -0.67
C -3.202 2.628 -3.561 -0.24 -0.61 -0.38
C -4.195 1.544 -3.029 1.20 0.82 0.02
C 4.072 0.480 -4.038 1.01 -0.79 -0.38
C 3.781 -3.196 -3.289 1.86 0.22 -0.06
C -3.578 -2.326 2.422 -1.44 -0.48 -0.16
C 1.214 4.622 2.164 0.08 -0.26 1.45
C -2.953 -3.927 0.613 -0.28 -2.37 0.52
C 3.154 6.113 -3.075 -1.02 0.10 0.86
C -5.596 -4.875 1.540 -0.75 -0.99 0.84
C 4.838 -2.400 0.876 -0.49 -0.75 0.74
H 2.171 0.182 7.143 0.07 0.40 0.06
H -4.061 0.568 -3.495 0.16 0.10 -0.62
H -0.536 6.239 -2.581 -0.10 -0.06 0.62
H -7.043 -6.426 1.386 -0.18 -0.05 0.04
H -6.488 -4.354 3.481 -0.24 0.18 -0.31
H 0.804 -0.571 3.065 0.26 0.38 0.41
H 3.448 6.993 -2.504 -0.34 -0.33 0.97
H 3.250 -2.157 2.297 0.24 -0.10 0.56
H 0.316 3.568 -5.596 0.53 0.27 -0.09
H -4.889 -1.158 0.014 0.13 0.22 0.27
H -1.378 6.292 -4.025 -0.44 -0.62 -0.27
H 1.063 -2.263 3.485 -0.16 -0.20 -0.27
H 3.595 -0.662 -2.328 0.09 -0.32 0.49
H 4.059 -1.729 6.263 0.38 -0.60 0.13
H 4.712 0.406 -4.917 -0.40 -0.33 -0.44
H 3.075 -1.028 4.489 0.16 -0.47 0.06
H 2.522 1.486 -4.789 -0.09 0.18 -0.49
H -6.730 -2.445 0.354 -0.29 0.12 -0.04
H 4.505 -1.451 0.454 -0.22 -0.25 -0.93
H 2.045 3.827 -3.951 0.73 -0.23 0.33
H -2.461 -6.125 0.700 0.36 0.30 -0.04
H -3.116 -1.170 0.091 -0.02 -0.13 -0.22
H 0.808 5.819 -4.676 0.29 0.15 0.30
H -3.303 3.589 -3.055 -0.41 -0.12 0.46
H 4.057 2.679 -3.655 -0.09 -0.31 -0.10
H -2.389 5.183 0.089 0.33 -0.07 -0.66
H -1.672 1.670 -2.791 0.31 -0.21 0.27
H 5.577 1.765 -3.403 0.17 0.57 0.06
H 1.639 5.363 1.485 -0.37 0.10 -0.10
H 2.984 -3.543 1.298 -0.04 0.14 -0.61
H 4.109 5.622 -3.262 -0.31 -0.50 -0.46
H 2.176 3.763 -0.038 0.39 0.36 -0.26
H 5.018 0.587 5.888 -0.20 -0.27 -0.19
H -2.898 -1.476 2.359 0.14 -0.22 -0.23
H -4.495 -6.754 1.775 -0.89 -0.31 -0.36
H -0.850 3.422 -4.503 0.04 0.11 0.34
H 2.369 0.830 -3.390 -1.31 -0.13 0.42
H -0.400 2.612 -0.061 -0.38 -0.52 -0.07
H 1.797 2.231 -0.011 0.07 -0.41 -0.17
H -2.761 3.427 -0.338 0.15 0.10 -0.22
H -7.834 -4.854 1.146 0.33 0.21 0.47
H -3.160 -3.139 3.015 0.18 0.21 0.15
H 0.355 4.979 2.731 -0.36 0.31 -0.62
H -0.178 4.277 -0.247 0.36 0.70 0.14
H 4.768 -4.501 2.100 0.34 -0.44 0.28
H -1.943 -3.639 0.908 -0.25 0.66 -0.20
H -1.507 4.801 -2.937 0.02 0.09 -0.28
H 3.404 -3.178 -2.266 -0.24 0.01 -0.12
H 2.588 -2.006 6.840 0.01 -0.66 0.27
H -5.203 1.896 -3.248 -0.06 -0.01 0.23
H 2.259 0.495 4.644 -0.16 0.32 -0.65
H 4.520 0.779 7.568 0.11 0.33 -0.05
H -4.794 -4.538 3.555 0.29 0.03 -0.22
H 4.853 -3.392 -3.282 0.27 -0.23 0.66
H -4.054 -2.304 -0.981 0.30 0.29 -0.26
H 1.024 3.603 -2.471 -0.01 -0.10 -0.15
H -6.813 -5.522 -0.091 -0.01 -0.02 -0.18
H 3.440 -4.045 -3.881 -0.84 0.53 -0.19
H 1.926 4.520 2.983 0.50 -0.42 -0.23
H -2.982 -4.078 -0.466 0.03 0.20 -0.13
H 5.951 -3.157 -0.528 0.18 -0.23 -0.12
H -4.483 -1.981 2.922 0.05 0.17 0.27
H 3.774 1.800 6.279 0.41 0.23 0.11
H -3.432 4.270 1.064 -0.02 -0.39 0.14
H -0.491 -1.447 3.871 0.10 -0.14 0.11
H -2.774 -5.414 2.277 0.09 0.14 0.09
H -3.165 0.995 -1.494 0.13 -0.25 0.16
H 5.268 -0.986 -2.936 0.04 -0.27 0.12
H -4.674 -6.149 0.062 -0.11 -0.33 0.01
H 5.709 -2.140 1.477 -0.01 -0.03 0.30
H -3.482 2.835 -4.594 0.21 -0.11 -0.25
H 0.685 2.460 2.064 0.08 0.25 0.46
H -5.800 -5.931 3.493 -0.06 -0.29 -0.48
H 4.321 1.563 -2.256 -0.37 0.57 0.24
H 2.708 6.637 -3.920 -0.01 -0.79 -0.57
```
Forces are in eV/Å.

Output
Strongest force on any atom, eV/Å: 3.1
Total charge: 0
HOMO energy (alpha / beta), eV: -4.844 / -8.051
Gap between HOMO and LUMO (alpha / beta), hartree: 0.1648 / 0.2790
2S+1: 2
Lowest unoccupied orbital energy (alpha / beta), Ha: -0.0132 / -0.0169

***

The following is a DFT calculation (the ωB97M-V functional and the def2-TZVPD basis) of 6 unconnected molecules or ions with the total composition C16H44O6 at a distorted geometry.

```
66
Properties=species:S:1:pos:R:3:forces:R:3
O 10.389 -23.104 -11.314 -0.34 0.28 -0.10
O 15.938 -25.300 -10.550 -0.16 -0.03 -0.22
O 17.456 -29.361 -5.679 -0.26 -0.11 -0.21
O 15.909 -24.433 -7.544 0.08 -0.29 -0.14
O 18.779 -25.349 -9.056 0.00 0.07 -0.15
O 16.742 -23.411 -4.904 -0.08 0.02 -0.07
C 11.623 -23.697 -11.653 0.80 -0.02 0.29
C 15.872 -24.906 -11.956 0.73 0.12 0.60
C 11.614 -24.294 -13.046 -0.65 -0.15 0.02
C 19.479 -24.145 -9.365 0.72 0.07 0.60
C 16.609 -29.566 -6.836 -0.04 0.19 0.71
C 17.193 -28.711 -7.936 0.09 0.26 -0.44
C 17.658 -24.218 -4.181 0.32 0.03 -0.09
C 17.024 -24.521 -2.849 -0.08 -0.30 0.39
C 15.419 -23.467 -12.020 -0.68 0.46 -0.21
C 20.500 -23.910 -8.246 -0.48 -0.56 -0.24
C 18.030 -25.487 -4.950 -0.58 0.47 0.15
C 12.036 -24.709 -10.580 -0.34 -0.26 -0.28
C 14.816 -25.340 -7.493 -0.47 0.76 0.81
C 17.267 -25.153 -12.550 -0.58 0.10 -0.67
C 16.516 -31.033 -7.202 0.04 -0.13 -0.64
C 18.528 -22.994 -9.537 -0.50 -0.03 -0.43
H 12.800 -25.400 -10.944 0.14 0.16 0.07
H 17.265 -26.109 -13.076 0.34 -0.13 0.29
H 18.566 -23.624 -3.994 0.00 -0.06 -0.16
H 16.838 -23.601 -2.296 -0.15 0.01 -0.02
H 16.124 -31.121 -8.221 -0.02 0.00 0.06
H 18.282 -28.737 -7.896 -0.01 0.03 0.11
H 15.460 -26.128 -10.454 0.04 0.00 0.08
H 18.083 -25.280 -6.021 0.40 -0.01 -0.01
H 17.516 -31.470 -7.214 -0.05 -0.06 0.13
H 17.852 -23.218 -10.371 0.14 0.22 -0.05
H 16.899 -29.430 -4.898 0.12 -0.06 0.05
H 17.645 -25.165 -2.220 0.12 0.05 -0.11
H 11.479 -23.526 -13.807 0.11 0.03 -0.01
H 11.162 -25.319 -10.331 0.06 0.01 0.07
H 16.914 -29.039 -8.940 -0.17 -0.13 0.11
H 12.381 -24.213 -9.677 0.00 -0.02 0.04
H 10.749 -24.967 -13.124 0.18 -0.09 -0.06
H 18.008 -25.121 -11.759 0.13 -0.15 -0.03
H 12.511 -24.875 -13.245 0.09 0.07 -0.07
H 13.877 -24.787 -7.626 0.04 -0.18 -0.50
H 21.285 -23.247 -8.600 0.04 0.14 0.15
H 16.276 -24.485 -8.434 0.02 0.12 0.02
H 20.082 -24.247 -10.279 -0.29 -0.27 -0.14
H 17.223 -26.217 -4.838 0.20 -0.17 0.10
H 15.111 -23.188 -13.033 0.17 -0.18 -0.07
H 17.879 -22.860 -8.670 0.26 0.12 0.23
H 20.023 -23.521 -7.347 0.02 0.11 0.01
H 12.340 -22.870 -11.632 -0.06 0.00 -0.03
H 15.136 -25.550 -12.440 -0.06 0.08 -0.07
H 14.530 -23.318 -11.404 0.11 -0.11 0.10
H 16.153 -22.722 -11.713 0.22 -0.28 0.12
H 16.700 -23.738 -5.810 -0.15 0.07 -0.20
H 15.847 -31.621 -6.576 0.18 0.09 0.30
H 18.006 -25.406 -9.632 -0.03 -0.08 -0.01
H 17.541 -24.409 -13.301 -0.12 0.10 0.09
H 14.718 -25.720 -6.471 0.41 -0.25 -0.14
H 20.928 -24.884 -8.002 0.17 0.12 0.04
H 14.921 -26.151 -8.207 -0.09 -0.14 0.00
H 18.972 -25.869 -4.566 0.00 -0.30 -0.16
H 19.080 -22.081 -9.759 -0.14 0.10 0.05
H 9.679 -23.705 -11.561 0.01 -0.02 0.05
H 16.867 -27.674 -7.837 0.21 0.04 0.12
H 16.081 -25.049 -3.020 -0.04 0.13 0.07
H 15.619 -29.190 -6.552 -0.08 -0.05 -0.29
```
Forces are in eV/Å.

Output
Strongest force on any atom, eV/Å: 1.2
Total charge: 0
SMILES: CC(C)O.CC(C)O.CC(C)O.CC(C)O.CC(C)O.CO
HOMO energy, eV: -9.384
Gap between HOMO and LUMO, hartree: 0.3549
Lowest unoccupied orbital energy, Ha: 0.0100

***

> Among the records above, which one has the highest strongest force on any atom?

C30H75BaF3N5O12S

***

> Among the records above, which one has the lowest strongest force on any atom?

C16H44O6